[1]
Density functional theory data (ωB97M-V with the def2-TZVPD basis set) for one molecule with the formula C3H6INO at a distorted geometry.

As for the energy above the lowest of the compared OMol25 structures with the same formula, charge and spin: 559.5 kJ/mol. The HOMO energy (spin up / spin down) comes out at -8.24 / -7.64 eV. The total energy is -545.36866 hartree. For the HOMO-LUMO gap (spin up / spin down), the calculation gives 8.09 / 7.71 eV. As for the net charge: 0.

Geometry as XYZ:
```
12
Properties=species:S:1:pos:R:3:forces:R:3
C -0.733 -1.275 -0.936 1.079 4.548 1.982
C -0.362 0.526 1.128 -0.326 0.278 -2.191
C -0.047 -0.483 0.176 2.119 -1.697 -1.307
N 1.666 1.481 -0.910 -1.768 2.888 1.999
O 1.239 2.171 -0.008 2.113 -0.126 -3.235
I 2.175 -0.559 0.139 -0.495 -2.162 0.463
H -1.135 -0.573 -1.623 -0.530 0.433 -1.017
H -1.447 -1.867 -0.554 -2.908 -2.024 1.499
H -0.036 -1.865 -1.340 2.546 -2.149 -1.966
H -1.373 0.687 1.172 -2.899 0.052 0.505
H 0.064 0.271 2.020 1.005 -0.110 2.687
H -0.011 1.487 0.738 0.064 0.068 0.582
```
Forces are in eV/Å.


[2]
Density functional theory data (ωB97M-V with the def2-TZVPD basis set) for one molecule with the formula C17H12ClN3O3S at a distorted geometry.

As for the energy above the lowest of the compared OMol25 structures with the same formula, charge and spin: 249.9 kJ/mol. The HOMO energy comes out at -8.86 eV. The total energy is -1903.33430 hartree. For the HOMO-LUMO gap, the calculation gives 7.97 eV. As for the SMILES: O=C(Nc1ncc(Cc2cccc(Cl)c2)s1)c1ccc([N+](=O)[O-])cc1. As for the net charge: 0.

Geometry as XYZ:
```
37
Properties=species:S:1:pos:R:3:forces:R:3
O -3.113 -3.694 0.347 0.031 -0.156 0.077
C -2.607 -2.605 0.214 -0.032 0.067 -0.022
N -3.384 -1.476 0.111 -0.658 -0.415 -0.105
C -2.982 -0.165 0.137 0.890 0.752 0.599
N -3.576 0.781 -0.498 -0.635 -0.825 -0.442
C -2.971 1.977 -0.299 0.574 0.333 0.542
C -1.892 1.973 0.527 -0.367 -0.156 0.047
C -0.919 3.061 0.837 0.112 -0.147 -0.013
C 0.431 2.598 0.348 0.187 0.201 0.003
C 0.862 2.879 -0.941 -0.010 0.016 0.089
C 2.046 2.339 -1.415 -0.017 -0.010 -0.012
C 2.807 1.500 -0.620 0.052 -0.050 0.057
C 2.371 1.223 0.666 -0.090 0.119 -0.090
Cl 3.287 0.159 1.679 0.104 -0.003 0.125
C 1.199 1.771 1.157 0.133 0.087 -0.083
S -1.623 0.360 1.126 -0.777 0.357 -0.447
C -1.129 -2.413 0.095 0.391 -0.307 -0.175
C -0.286 -3.045 1.004 -0.236 0.144 -0.183
C 1.085 -2.954 0.859 0.326 0.085 -0.075
C 1.606 -2.235 -0.209 -1.279 -0.064 0.163
N 3.038 -2.174 -0.392 0.427 -0.171 -0.109
O 3.458 -1.457 -1.275 0.180 0.172 -0.230
O 3.726 -2.857 0.331 0.214 -0.123 0.172
C 0.776 -1.605 -1.129 0.293 -0.038 -0.016
C -0.592 -1.701 -0.978 -0.031 -0.247 0.157
H -4.378 -1.637 -0.012 0.162 -0.035 0.020
H -3.365 2.839 -0.804 0.028 0.252 -0.076
H -1.231 3.974 0.329 0.005 0.006 0.058
H -0.887 3.245 1.913 0.005 0.118 -0.035
H 0.266 3.517 -1.577 -0.079 0.070 -0.073
H 2.375 2.562 -2.418 0.046 0.024 -0.098
H 3.713 1.052 -0.996 0.089 -0.025 0.021
H 0.880 1.539 2.161 0.009 -0.026 0.146
H -0.716 -3.608 1.818 -0.020 -0.080 0.070
H 1.758 -3.435 1.551 0.008 -0.011 0.015
H 1.214 -1.058 -1.950 0.006 0.012 -0.027
H -1.246 -1.232 -1.698 -0.041 0.076 -0.048
```
Forces are in eV/Å.


[3]
Density functional theory data (ωB97M-V with the def2-TZVPD basis set) for one molecule with the formula ClH5N3P at a distorted geometry.

As for the energy above the lowest of the compared OMol25 structures with the same formula, charge and spin: 0.0 kJ/mol. The HOMO energy comes out at -9.12 eV. The total energy is -968.84699 hartree. For the HOMO-LUMO gap, the calculation gives 9.86 eV. As for the SMILES: N=P(N)(N)Cl. As for the net charge: 0.

Geometry as XYZ:
```
10
Properties=species:S:1:pos:R:3:forces:R:3
N 0.284 1.577 0.716 0.867 -0.077 2.587
P 0.333 0.197 0.054 -1.142 -2.538 2.867
N -0.359 0.386 -1.339 -1.195 2.078 -2.425
N -0.495 -1.063 0.972 -0.908 2.867 -1.642
Cl 2.160 -0.639 -0.270 0.281 -0.395 0.114
H 0.472 1.344 1.748 -0.334 1.002 -1.708
H -0.362 1.420 -1.342 -0.563 -0.594 -0.906
H -0.656 -0.071 -2.188 0.497 -0.292 0.520
H 0.065 -1.838 1.025 1.436 -2.522 0.314
H -1.441 -1.314 0.624 1.061 0.471 0.278
```
Forces are in eV/Å.


[4]
Density functional theory data (ωB97M-V with the def2-TZVPD basis set) for CH5NOSi as an isolated structure at a distorted geometry.

As for the energy above the lowest of the compared OMol25 structures with the same formula, charge and spin: 584.1 kJ/mol. The HOMO energy (spin up / spin down) comes out at -8.65 / -8.74 eV. The total energy is -460.33960 hartree. For the HOMO-LUMO gap (spin up / spin down), the calculation gives 9.31 / 8.93 eV. As for the net charge: 0.

Geometry as XYZ:
```
9
Properties=species:S:1:pos:R:3:forces:R:3
C -0.766 0.891 -2.111 0.235 -1.092 5.307
N -1.138 0.321 -0.274 -0.597 0.638 -3.942
O 0.020 0.256 0.333 1.189 0.225 -0.030
Si 0.712 -0.822 1.460 -0.065 2.402 -0.388
H -1.727 1.105 -2.627 1.330 0.150 0.285
H 0.304 1.229 -1.879 -1.897 -0.142 -1.315
H 0.108 -2.078 1.287 -0.300 -1.482 -0.236
H 2.109 -0.578 0.978 -0.268 -0.538 0.633
H 0.377 -0.325 2.833 0.373 -0.160 -0.315
```
Forces are in eV/Å.